Entry 1:
143
Properties=species:S:1:pos:R:3 method="wB97M-V/def2-TZVPD" e_tot_ha=-5023.92305 spin_multiplicity=1 total_charge=0
Zn 1.743 4.547 0.251
Cd -0.362 -3.214 -0.459
C 1.269 0.329 1.186
C 1.207 1.595 0.697
C 0.577 1.930 -0.657
O 0.513 3.162 -1.112
C -0.058 1.008 -1.404
C -0.114 -0.399 -0.959
C 0.604 -0.724 0.484
O 0.544 -1.903 0.851
O -0.691 -1.375 -1.480
O 1.742 2.516 1.419
H 1.819 0.091 2.084
H -0.542 1.273 -2.332
C -3.867 -4.627 -2.306
C -5.133 -4.491 -1.837
C -5.490 -3.955 -0.427
O -6.701 -3.794 -0.035
C -4.493 -3.533 0.393
C -3.091 -3.544 -0.066
C -2.762 -4.112 -1.501
O -1.559 -4.192 -1.797
O -2.152 -3.028 0.560
O -6.055 -4.879 -2.658
H -3.668 -4.943 -3.320
H -4.712 -3.054 1.335
C -3.768 1.415 1.690
C -3.260 0.301 0.797
O -2.436 -0.549 1.593
H -4.523 1.096 2.409
H -4.173 2.182 1.030
H -2.928 1.917 2.170
H -2.739 0.659 -0.090
H -4.075 -0.289 0.376
H -2.568 -1.428 1.229
C -0.825 2.263 3.884
C -0.633 0.873 4.447
O -1.735 0.126 4.126
H -0.947 2.240 2.801
H 0.074 2.870 3.987
H -1.658 2.807 4.331
H -0.423 0.829 5.515
H 0.205 0.455 3.890
H -1.858 0.155 3.174
C 2.709 -2.655 3.594
C 1.442 -2.204 4.301
O 0.741 -3.290 4.906
H 2.514 -3.469 2.896
H 3.498 -2.984 4.270
H 2.978 -1.806 2.965
H 0.852 -1.658 3.565
H 1.681 -1.574 5.157
H -0.080 -2.928 5.246
C 3.362 -3.856 -0.484
C 2.661 -2.983 -1.555
O 1.348 -3.518 -1.702
H 3.663 -4.790 -0.958
H 2.852 -4.012 0.466
H 4.272 -3.366 -0.140
H 3.223 -2.952 -2.489
H 2.624 -1.937 -1.250
H 1.327 -3.817 -2.614
C -1.051 -6.857 0.644
C 0.160 -6.048 0.229
O 0.120 -4.775 0.805
H -1.150 -7.074 1.708
H -1.006 -7.757 0.030
H -1.988 -6.395 0.333
H 0.279 -5.942 -0.850
H 1.012 -6.619 0.596
H 0.189 -4.994 1.737
C 0.441 -2.765 -6.072
C 0.123 -3.180 -4.644
O 0.946 -4.290 -4.272
H 1.391 -2.230 -6.045
H -0.315 -2.100 -6.488
H 0.465 -3.652 -6.705
H -0.927 -3.471 -4.633
H 0.312 -2.358 -3.953
H 0.646 -5.035 -4.798
C -3.613 3.496 -2.481
C -3.307 4.497 -3.597
O -4.481 5.186 -3.783
H -4.170 2.653 -2.889
H -4.043 3.849 -1.543
H -2.632 3.136 -2.171
H -2.978 4.118 -4.564
H -2.610 5.243 -3.216
H -4.171 5.923 -4.315
C 3.079 1.193 5.346
C 4.350 0.380 5.557
O 5.375 0.939 4.780
H 3.297 2.210 5.671
H 2.242 0.894 5.977
H 2.784 1.158 4.297
H 4.161 -0.650 5.253
H 4.705 0.328 6.586
H 5.048 0.985 3.879
C -2.133 -0.040 -4.393
C -3.104 -0.994 -3.870
O -3.199 -0.812 -2.488
H -2.111 -0.078 -5.482
H -1.133 -0.365 -4.104
H -2.406 0.968 -4.080
H -2.926 -2.037 -4.133
H -4.028 -0.616 -4.308
H -2.325 -0.825 -2.092
C 4.793 0.437 -0.123
C 5.126 0.134 1.328
O 4.642 1.226 2.169
H 3.741 0.712 -0.208
H 5.000 -0.423 -0.760
H 5.359 1.283 -0.510
H 6.185 -0.090 1.448
H 4.586 -0.775 1.591
H 3.685 1.261 2.109
C -0.373 2.714 -6.222
C -0.232 3.127 -4.764
O 0.941 2.691 -4.068
H 0.550 2.994 -6.730
H -1.204 3.128 -6.794
H -0.439 1.626 -6.240
H -1.151 2.808 -4.273
H -0.339 4.204 -4.628
H 0.838 2.889 -3.135
C -2.247 4.448 0.880
C -1.170 5.464 0.640
O 0.007 5.025 1.331
H -2.367 4.288 1.952
H -2.050 3.459 0.465
H -3.160 4.821 0.416
H -1.477 6.433 1.034
H -0.995 5.538 -0.433
H -0.204 5.190 2.252
C 3.991 4.699 3.828
C 2.738 5.150 3.108
O 3.019 5.339 1.715
H 4.804 5.420 3.919
H 4.390 3.771 3.421
H 3.692 4.404 4.834
H 2.461 6.095 3.577
H 1.897 4.474 3.262
H 3.682 6.033 1.708

***

Entry 2:
10
Properties=species:S:1:pos:R:3 method="wB97M-V/def2-TZVPD" e_tot_ha=-467.23785 spin_multiplicity=1 total_charge=0
C -2.280 1.410 0.276
O -0.930 1.647 0.093
C 2.814 -2.620 -0.560
C 2.565 -1.452 -0.297
O 2.074 -0.326 -0.029
Mg 0.763 0.984 0.220
H -2.897 2.237 -0.128
H -2.604 0.487 -0.242
H -2.568 1.291 1.339
H 3.063 -3.657 -0.672

***

Entry 3:
13
Properties=species:S:1:pos:R:3 method="wB97M-V/def2-TZVPD" s_squared=2.0091 e_tot_ha=-908.09921 spin_multiplicity=3 total_charge=0
C -1.788 0.695 1.033
C -2.447 1.384 0.148
C -0.941 -0.867 -0.489
O -3.129 1.988 -0.586
O -0.857 -0.299 0.796
F 3.968 0.873 0.562
F 4.114 -1.397 0.010
F 2.858 0.051 -1.323
P 2.953 -0.318 0.232
H -1.868 0.963 2.077
H -0.698 -0.134 -1.269
H -1.947 -1.259 -0.679
H -0.218 -1.682 -0.513

***

Entry 4:
86
Properties=species:S:1:pos:R:3 method="wB97M-V/def2-TZVPD" s_squared=0.9590 e_tot_ha=-7328.46877 spin_multiplicity=2 total_charge=+2
Ru -0.935 -0.429 -0.069
C -4.066 -3.126 -0.026
C -2.729 -3.419 -0.701
C -2.495 -2.477 -1.880
C -1.512 -3.455 0.222
C -1.570 -4.521 1.314
O -1.000 -3.869 2.475
C -0.835 -2.577 2.170
N -1.186 -2.215 0.996
C -0.174 -1.785 3.236
C 0.025 -2.443 4.453
C 0.710 -1.841 5.493
C 1.209 -0.559 5.337
C 0.998 0.111 4.144
C 0.317 -0.478 3.078
P 0.079 0.586 1.609
C 1.788 1.074 1.107
C 2.914 0.279 1.410
C 4.151 0.641 0.967
C 4.344 1.808 0.120
C 3.196 2.673 -0.027
C 1.957 2.272 0.380
C -0.526 2.116 2.427
C 0.267 3.235 2.691
C -0.253 4.333 3.364
C -1.567 4.326 3.803
C -2.349 3.199 3.596
C -1.830 2.108 2.919
H -4.883 -3.478 -0.657
H -4.204 -2.058 0.119
H -4.177 -3.617 0.943
H -2.773 -4.438 -1.102
H -2.371 -1.431 -1.555
H -3.362 -2.462 -2.543
H -1.618 -2.751 -2.465
H -0.649 -3.632 -0.423
H -0.962 -5.395 1.097
H -2.581 -4.837 1.563
H -0.359 -3.444 4.579
H 0.853 -2.378 6.422
H 1.750 -0.077 6.141
H 1.363 1.126 4.044
H 2.796 -0.611 2.015
H 5.014 0.025 1.194
H 5.259 2.348 0.366
H 3.317 3.621 -0.534
H 1.102 2.898 0.174
H 1.308 3.264 2.409
H 0.379 5.190 3.555
H -1.972 5.185 4.323
H -3.362 3.163 3.976
H -2.444 1.233 2.799
Se -0.594 1.371 -1.808
P 0.938 0.069 -2.611
Se 1.011 -1.608 -1.252
C 0.673 -0.362 -4.327
C 0.209 0.610 -5.215
C 0.087 0.309 -6.561
C 0.420 -0.961 -7.019
C 0.862 -1.933 -6.135
C 0.992 -1.638 -4.785
C 2.556 0.922 -2.563
C 2.746 2.174 -3.186
C 3.990 2.820 -3.177
C 4.992 2.322 -2.392
C 4.752 1.177 -1.544
C 3.588 0.382 -1.858
H -0.091 1.588 -4.854
H -0.279 1.057 -7.251
H 0.326 -1.193 -8.072
H 1.102 -2.925 -6.494
H 1.333 -2.397 -4.092
H 1.921 2.634 -3.719
H 4.139 3.714 -3.767
H 5.952 2.823 -2.333
H 5.651 0.593 -1.357
H 3.478 -0.589 -1.390
N -4.700 1.354 0.411
C -4.803 0.456 1.445
C -3.644 -0.245 1.434
N -2.837 0.209 0.405
C -3.513 1.175 -0.189
H -5.404 2.014 0.124
H -5.675 0.390 2.072
H -3.342 -1.058 2.071
H -3.192 1.732 -1.053

***

Entry 5:
16
Properties=species:S:1:pos:R:3 method="wB97M-V/def2-TZVPD" e_tot_ha=-271.70275 spin_multiplicity=1 smiles=CCC[C@H]1CO1 total_charge=0
C 1.986 -0.336 -0.004
C 0.915 -0.448 1.080
C -0.506 -0.560 0.524
C -0.998 0.716 -0.142
C -1.821 0.725 -1.354
O -2.399 0.952 -0.079
H 1.808 0.526 -0.658
H 1.995 -1.233 -0.636
H 2.984 -0.224 0.432
H 0.968 0.421 1.750
H 1.124 -1.327 1.703
H -1.201 -0.783 1.341
H -0.559 -1.402 -0.179
H -0.400 1.609 0.062
H -1.809 1.587 -2.021
H -2.086 -0.224 -1.820

***

Entry 6:
13
Properties=species:S:1:pos:R:3 method="wB97M-V/def2-TZVPD" e_tot_ha=-1123.14010 spin_multiplicity=1 total_charge=0
C 0.259 -1.854 0.819
C -1.080 -1.566 0.434
C 0.218 0.037 -0.158
C 0.499 1.331 -0.811
N 0.989 -0.864 0.425
N -1.059 -0.403 -0.160
S -3.416 0.703 0.376
Cl -4.813 -0.236 -0.672
H 0.762 -2.773 1.293
H -1.943 -2.197 0.691
H -0.009 1.028 -1.713
H 0.079 2.101 -0.249
H 1.555 1.465 -1.000

***

Entry 7:
9
Properties=species:S:1:pos:R:3 method="wB97M-V/def2-TZVPD" e_tot_ha=-209.03503 spin_multiplicity=1 smiles=CN1CO1 total_charge=0
C -1.050 -0.295 0.021
N 0.144 -0.578 -0.744
C 1.279 0.552 -0.046
O 1.324 -0.856 0.089
H -1.686 0.388 -0.449
H -1.786 -1.232 0.109
H -1.078 -0.095 1.104
H 1.972 0.905 -0.759
H 0.880 1.211 0.676

***

Entry 8:
75
Properties=species:S:1:pos:R:3 method="wB97M-V/def2-TZVPD" e_tot_ha=-6157.08252 spin_multiplicity=1 total_charge=-2
Rh 1.399 -0.577 -1.138
C 2.184 -0.663 2.556
O 0.990 -1.376 2.305
C 0.828 -2.460 3.171
C -0.331 -3.312 2.689
O -0.011 -4.221 1.651
C 0.734 -5.328 2.088
H 2.223 -0.331 3.605
H 2.192 0.205 1.903
H 3.066 -1.272 2.331
H 0.608 -2.106 4.193
H 1.752 -3.054 3.228
H -1.096 -2.647 2.287
H -0.751 -3.870 3.540
H 0.247 -5.819 2.944
H 1.757 -5.061 2.376
H 0.789 -6.029 1.257
Cl 4.558 5.018 1.272
C 4.251 3.381 0.766
C 5.168 2.387 1.034
Cl 6.641 2.745 1.891
C 4.899 1.075 0.611
Cl 6.031 -0.208 0.949
C 3.736 0.727 -0.078
O 3.485 -0.478 -0.478
C 2.761 1.769 -0.334
O 1.654 1.470 -0.943
C 3.064 3.067 0.087
Cl 1.895 4.303 -0.259
Cl 3.942 -5.358 0.155
C 2.601 -4.604 -0.675
C 1.676 -5.391 -1.338
C 0.628 -4.735 -1.962
C 0.549 -3.354 -1.903
N 1.457 -2.612 -1.259
C 2.480 -3.230 -0.644
H 1.780 -6.468 -1.363
H -0.131 -5.291 -2.497
H -0.257 -2.769 -2.337
H 3.197 -2.586 -0.148
C -0.382 -0.608 -1.535
Ge -1.445 0.962 -1.032
C -1.636 2.101 -2.640
C -0.498 2.776 -3.094
C -0.558 3.595 -4.213
C -1.754 3.752 -4.905
C -2.890 3.084 -4.470
C -2.826 2.267 -3.345
C -1.139 2.295 0.411
C -1.600 3.607 0.326
C -1.354 4.524 1.342
C -0.626 4.143 2.460
C -0.155 2.840 2.558
C -0.415 1.928 1.544
C -3.301 0.350 -0.612
C -4.231 1.159 0.045
C -5.515 0.707 0.328
C -5.896 -0.578 -0.037
C -4.984 -1.400 -0.686
C -3.704 -0.938 -0.971
H 0.437 2.649 -2.557
H 0.333 4.113 -4.549
H -1.800 4.392 -5.781
H -3.827 3.200 -5.005
H -3.721 1.752 -3.009
H -2.138 3.929 -0.561
H -1.710 5.545 1.249
H -0.405 4.863 3.240
H 0.436 2.541 3.417
H -0.034 0.914 1.618
H -3.941 2.158 0.353
H -6.217 1.357 0.840
H -6.895 -0.936 0.186
H -5.271 -2.408 -0.969
H -2.984 -1.571 -1.478